Density functional theory data (ωB97M-V with the def2-TZVPD basis set) for a single C3H4N2O molecule.

As for the LUMO energy: -0.74 eV. Its HOMO-LUMO gap is 8.486 eV. For the energy above the lowest of the compared OMol25 structures with the same formula, charge and spin, the calculation gives 353.3 kJ/mol. The HOMO energy is -0.3392 Eh.

```
! RIJCOSX wB97M-V def2-TZVPD def2/J DEFGRID3
* xyz 0 1
N -1.483 1.125 0.909
C -0.401 0.381 0.569
N -0.377 0.085 -0.804
C 0.634 -0.676 -1.069
C 1.581 -1.386 -0.389
O 0.466 -0.005 1.361
H -2.177 1.318 0.203
H -1.679 1.367 1.866
H 0.799 -1.070 -2.096
H 2.637 -1.140 -0.550
*
```

Density functional theory data (ωB97M-V with the def2-TZVPD basis set) for H3O3PS as an isolated structure at a distorted geometry.

As for the LUMO energy: -0.14 eV. Its HOMO-LUMO gap is 9.360 eV. For the energy above the lowest of the compared OMol25 structures with the same formula, charge and spin, the calculation gives 353.5 kJ/mol. The HOMO energy is -0.3492 Eh.

```
! RIJCOSX wB97M-V def2-TZVPD def2/J DEFGRID3
* xyz 0 1
O 1.702 1.102 0.069
O 1.719 -1.470 -0.031
O -0.847 -0.042 -0.135
P 1.343 -0.280 -0.758
S -2.525 -0.012 -0.179
H 1.743 1.065 1.085
H -2.565 -1.187 0.223
H -0.569 0.825 -0.274
*
```

Density functional theory data (ωB97M-V with the def2-TZVPD basis set) for a single C3H4O3 molecule at a distorted geometry.

As for the LUMO energy: 0.49 eV. Its HOMO-LUMO gap is 9.343 eV. For the energy above the lowest of the compared OMol25 structures with the same formula, charge and spin, the calculation gives 520.5 kJ/mol. The HOMO energy is -0.3254 Eh.

```
! RIJCOSX wB97M-V def2-TZVPD def2/J DEFGRID3
* xyz 0 1
O -0.975 1.845 0.643
C -0.703 0.649 0.079
C 0.187 -0.343 0.584
O -1.097 -0.785 0.600
C 0.712 -1.170 -1.581
O 1.157 -0.815 -0.407
H -0.466 1.973 1.456
H -0.879 0.619 -0.989
H 0.690 -0.292 1.552
H 1.657 -1.513 -2.079
*
```

Density functional theory data (ωB97M-V with the def2-TZVPD basis set) for a single C4H7NO molecule.

As for the LUMO energy: 1.08 eV. Its HOMO-LUMO gap is 11.355 eV. For the energy above the lowest of the compared OMol25 structures with the same formula, charge and spin, the calculation gives 228.3 kJ/mol. Its structure (SMILES) is [H]/N=C1\O[C@H]1CC. The HOMO energy is -0.3775 Eh.

```
! RIJCOSX wB97M-V def2-TZVPD def2/J DEFGRID3
* xyz 0 1
N -0.612 1.672 1.410
C -0.314 0.454 1.415
O -0.558 -0.757 1.958
C 0.343 -0.627 0.760
C 0.409 0.260 -1.448
C -0.115 -0.947 -0.643
H 0.315 1.155 -0.826
H -1.267 1.944 2.140
H 1.390 -0.820 0.991
H -0.140 0.437 -2.374
H 1.472 0.139 -1.679
H 0.286 -1.900 -1.011
H -1.209 -1.011 -0.692
*
```

Density functional theory data (ωB97M-V with the def2-TZVPD basis set) for C29H13CrF10IN3S as an isolated structure.

As for the LUMO energy (alpha / beta): -1.67 / -1.30 eV. Its HOMO-LUMO gap (alpha / beta) is 4.883 / 5.254 eV. As for the expectation value of S²: 0.772. For the energy above the lowest of the compared OMol25 structures with the same formula, charge and spin, the calculation gives 510.5 kJ/mol. The HOMO energy (alpha / beta) is -0.2410 / -0.2410 Eh.

```
! RIJCOSX wB97M-V def2-TZVPD def2/J DEFGRID3
* xyz 0 2
Cr -0.311 -0.390 0.544
C -3.940 2.020 3.319
C -2.917 0.190 4.012
C -1.721 -0.053 3.047
C -1.760 1.627 1.567
C -2.811 2.617 1.223
C -3.855 2.773 2.031
N -0.636 1.530 0.645
N -0.488 2.332 -0.297
C 0.117 1.641 -1.374
C 0.555 2.323 -2.495
C 0.993 1.578 -3.578
C 0.960 0.190 -3.532
C 0.510 -0.482 -2.399
C 0.081 0.236 -1.291
H -4.614 2.488 4.037
H -2.981 -0.407 4.916
H -1.009 -0.808 3.386
H -2.730 3.150 0.287
H -4.659 3.445 1.764
H 0.570 3.403 -2.502
H 1.368 2.077 -4.461
H 1.305 -0.378 -4.386
H 0.540 -1.567 -2.389
F 3.881 -4.179 -1.817
C 3.773 -2.888 -1.474
C 2.836 -2.481 -0.545
F 2.013 -3.386 0.019
C 2.770 -1.146 -0.216
F 1.770 -0.766 0.678
C 3.577 -0.125 -0.722
S 3.406 1.514 -0.245
C 4.510 -0.599 -1.667
F 5.343 0.259 -2.262
C 4.608 -1.925 -2.034
F 5.516 -2.310 -2.936
F -0.213 1.961 3.471
C -1.400 1.459 3.055
C -2.070 0.046 1.539
C -3.412 -0.386 1.159
F -3.597 -0.931 -0.066
C -4.444 -0.193 1.970
F -5.695 -0.527 1.640
C -4.259 0.478 3.296
F -5.339 0.188 4.098
C -2.603 1.700 4.003
F -2.309 2.410 5.121
I -2.800 -4.978 -2.210
C -1.787 -4.266 -0.551
C -1.551 -5.065 0.556
C -0.863 -4.532 1.635
C -0.438 -3.221 1.570
N -0.675 -2.448 0.505
C -1.338 -2.955 -0.538
H -1.893 -6.090 0.575
H -0.646 -5.128 2.509
H 0.139 -2.780 2.374
H -1.513 -2.292 -1.374
*
```

Density functional theory data (ωB97M-V with the def2-TZVPD basis set) for a single C3H6INO3 molecule at a distorted geometry.

As for the LUMO energy: 0.26 eV. Its HOMO-LUMO gap is 9.717 eV. For the energy above the lowest of the compared OMol25 structures with the same formula, charge and spin, the calculation gives 121.3 kJ/mol. Its structure (SMILES) is N[C@H](C(=O)O)[C@H](O)I. The HOMO energy is -0.3474 Eh.

```
! RIJCOSX wB97M-V def2-TZVPD def2/J DEFGRID3
* xyz 0 1
C -1.143 -0.851 -0.814
C -0.113 0.225 -0.415
C 1.111 -0.505 0.570
N -0.803 1.305 0.221
O -1.990 -0.320 -1.692
O -0.997 -2.050 -0.612
O 1.042 -0.153 1.933
I 3.039 0.047 -0.410
H 0.483 0.738 -1.343
H 1.089 -1.571 0.375
H -0.210 2.161 0.324
H -1.177 1.061 1.104
H -1.968 0.633 -1.709
H 1.637 -0.721 2.468
*
```

Density functional theory data (ωB97M-V with the def2-TZVPD basis set) for C39H36As2NO3PdS as an isolated structure.

As for the LUMO energy: 2.52 eV. Its HOMO-LUMO gap is 6.624 eV. For the energy above the lowest of the compared OMol25 structures with the same formula, charge and spin, the calculation gives 24.4 kJ/mol. The HOMO energy is -0.1507 Eh.

```
! RIJCOSX wB97M-V def2-TZVPD def2/J DEFGRID3
* xyz -1 1
Pd 2.654 -0.037 0.461
C -1.163 -0.771 1.004
C -0.363 0.451 1.457
As -0.864 2.271 0.888
C -2.816 1.974 0.853
C -3.439 1.838 2.091
C -4.805 1.606 2.187
C -5.577 1.531 1.036
C -4.970 1.682 -0.204
C -3.599 1.894 -0.295
C -0.475 2.347 -1.027
C -1.033 3.413 -1.733
C -0.765 3.588 -3.082
C 0.085 2.708 -3.741
C 0.672 1.666 -3.040
C 0.397 1.488 -1.690
As -1.720 -0.944 -0.886
C -2.886 -2.480 -0.486
C -2.468 -3.807 -0.510
C -3.345 -4.830 -0.173
C -4.651 -4.539 0.199
C -5.076 -3.217 0.232
C -4.200 -2.198 -0.113
C -0.238 -1.925 -1.678
C 0.989 -2.150 -1.067
C 2.015 -2.799 -1.752
C 1.803 -3.255 -3.044
C 0.575 -3.045 -3.661
C -0.431 -2.372 -2.986
H -2.124 -0.789 1.523
H -0.636 -1.686 1.287
H 0.727 0.323 1.286
H -0.448 0.520 2.547
H -2.846 1.910 2.998
H -5.266 1.489 3.160
H -6.644 1.357 1.103
H -5.561 1.619 -1.110
H -3.137 1.975 -1.270
H -1.684 4.113 -1.219
H -1.212 4.418 -3.617
H 0.303 2.847 -4.792
H 1.365 0.993 -3.529
H 0.914 0.687 -1.167
H -1.449 -4.045 -0.793
H -3.005 -5.859 -0.196
H -5.333 -5.338 0.463
H -6.093 -2.981 0.523
H -4.537 -1.166 -0.087
H 1.211 -1.809 -0.057
H 2.979 -2.896 -1.267
H 2.601 -3.756 -3.577
H 0.408 -3.390 -4.675
H -1.381 -2.185 -3.477
O 5.165 -0.988 2.002
C 4.484 -1.655 1.212
O 4.466 -1.651 -0.053
C 3.504 -2.662 1.814
C 3.805 -4.023 1.852
C 2.880 -4.903 2.376
C 1.670 -4.405 2.843
C 1.450 -3.043 2.754
N 2.335 -2.177 2.257
H 4.752 -4.363 1.456
H 3.090 -5.966 2.418
H 0.912 -5.056 3.259
H 0.511 -2.619 3.098
C 4.839 2.151 0.790
S 3.299 1.972 -0.124
O 3.678 2.118 -1.557
C 2.567 3.558 0.322
C 2.151 3.804 1.623
C 1.551 5.014 1.930
C 1.345 5.959 0.934
C 1.743 5.696 -0.371
C 2.360 4.491 -0.681
H 5.399 2.987 0.368
H 5.356 1.199 0.674
H 4.620 2.308 1.845
H 2.283 3.039 2.382
H 1.221 5.211 2.943
H 0.861 6.898 1.173
H 1.569 6.428 -1.150
H 2.673 4.241 -1.688
*
```

Density functional theory data (ωB97M-V with the def2-TZVPD basis set) for a single C16H10F8N4O2 molecule.

As for the LUMO energy: 0.57 eV. Its HOMO-LUMO gap is 9.934 eV. Its structure (SMILES) is O=C(Nc1ccccn1)C(F)(F)C(F)(F)C(F)(F)C(F)(F)C(=O)Nc1ccccn1. The HOMO energy is -0.3442 Eh.

```
! RIJCOSX wB97M-V def2-TZVPD def2/J DEFGRID3
* xyz 0 1
O 2.461 2.030 0.269
C 2.599 0.838 0.349
N 3.367 0.147 1.204
C 4.172 0.658 2.234
N 4.800 -0.299 2.904
C 5.592 0.050 3.901
C 5.798 1.368 4.277
C 5.136 2.361 3.570
C 4.301 2.012 2.521
H 3.769 2.752 1.948
H 5.267 3.401 3.829
H 6.454 1.610 5.098
H 6.078 -0.769 4.414
H 3.396 -0.867 1.168
C 1.852 -0.103 -0.664
F 2.535 -0.129 -1.829
F 1.821 -1.388 -0.226
C 0.394 0.352 -0.943
F 0.371 1.608 -1.397
F -0.141 -0.423 -1.916
C -0.506 0.187 0.315
F -0.805 -1.126 0.447
F 0.179 0.522 1.430
C -1.846 0.967 0.241
F -2.562 0.642 1.351
F -1.616 2.286 0.309
C -2.641 0.608 -1.063
O -2.545 1.310 -2.033
N -3.355 -0.520 -0.915
C -4.150 -1.160 -1.879
N -4.757 -2.236 -1.399
C -5.533 -2.932 -2.210
C -5.741 -2.589 -3.537
C -5.100 -1.461 -4.029
C -4.283 -0.720 -3.191
H -3.768 0.161 -3.534
H -5.233 -1.158 -5.056
H -6.383 -3.185 -4.165
H -6.004 -3.800 -1.768
H -3.372 -1.008 -0.025
*
```